C44H69Br2N22O3P2S | the ωB97M-V functional and the def2-TZVPD basis

Structure (XYZ):
```
143
Properties=species:S:1:pos:R:3:mulliken_charge:R:1
C 2.01099 0.40657 1.35306 -0.846
C 1.49289 -0.59868 0.12962 0.646
S 1.59579 -2.43154 0.59482 -0.108
C -0.24143 -2.91533 0.79787 -0.174
N -0.90593 -2.61377 -0.52743 0.290
N -0.33755 -2.81273 -1.80319 0.129
C -1.37715 -2.36598 -2.80836 0.142
N -1.06772 -2.48788 -4.14271 -0.072
C -1.98012 -2.05136 -5.27580 -0.013
Br -1.19961 -0.65837 -6.54526 -0.108
C -3.36267 -2.57064 -5.51526 0.230
C -4.32542 -2.04623 -6.76326 -0.837
Br -4.18944 -3.97910 -4.32026 -0.103
N -2.64852 -1.83414 -2.17946 -0.399
C -2.29746 -2.04872 -0.70834 0.136
P -3.67113 -1.56307 0.52656 -0.165
P -3.08688 0.06363 1.85492 0.915
O -4.44099 0.57704 2.56432 -0.615
O -2.45124 1.46994 1.01162 -0.502
O -2.01258 -0.47083 3.14064 -0.420
H 1.52811 1.48705 1.22405 0.186
H 1.83909 -0.04040 2.42198 0.273
H 3.18685 0.55650 1.22583 0.330
H 0.36320 -0.33092 -0.13567 -0.141
H 2.11133 -0.33212 -0.84889 -0.336
H -0.64947 -2.16450 1.63093 0.087
H -0.34387 -4.04524 1.11229 0.247
H 0.60063 -3.19982 -2.06028 0.301
H -0.12102 -2.92050 -4.36263 0.271
H -5.47444 -2.14116 -6.51148 0.331
H -4.12478 -0.89461 -6.95267 0.247
H -4.02631 -2.65967 -7.73555 0.280
H -4.73992 -1.01381 -0.31868 0.180
H -1.69041 1.10854 0.46918 0.343
H -1.65946 0.34564 3.63865 0.248
C -2.46426 3.36301 -6.73994 -0.592
C -2.89721 2.10328 -7.47206 0.485
N -3.25629 1.05822 -8.07941 -0.570
H -1.74688 3.92006 -7.34868 0.169
H -3.33312 3.99737 -6.54370 0.351
H -1.99444 3.09850 -5.78868 0.168
C -1.35761 1.01720 7.28969 -0.624
C -1.56174 1.69168 5.94293 0.602
N -1.73114 2.25115 4.82567 -0.678
H -0.93960 0.01711 7.14622 0.296
H -0.66889 1.60669 7.90126 0.162
H -2.31409 0.93174 7.81261 0.309
C 3.33333 3.90749 4.11046 -0.448
C 3.86502 2.77218 3.25095 0.407
N 4.30618 1.83041 2.53793 -0.630
H 3.45205 4.85941 3.58581 0.298
H 2.27268 3.74831 4.32384 0.223
H 3.88389 3.94993 5.05422 0.067
C 1.23298 4.56226 8.34237 0.223
C 1.76467 3.42696 7.48285 0.304
N 2.20582 2.48519 6.76983 -0.565
H 1.35170 5.51418 7.81772 0.089
H 0.17233 4.40309 8.55574 -0.301
H 1.78353 4.60471 9.28613 0.345
C -0.56984 2.85173 -10.66968 -0.579
C 0.21059 3.78985 -9.76346 0.399
N 0.85793 4.56812 -9.01167 -0.474
H -1.11659 3.42818 -11.42086 0.276
H 0.11572 2.16658 -11.17608 0.279
H -1.28269 2.27002 -10.07887 0.123
C -2.58656 6.57985 7.49404 -0.787
C -2.23884 5.40156 8.38908 0.536
N -1.95047 4.42410 9.13161 -0.629
H -2.69066 7.48696 8.09555 0.306
H -1.79588 6.73199 6.75409 0.177
H -3.52884 6.38747 6.97376 0.392
C 4.39249 2.02653 -2.18473 -0.486
C 3.84759 0.67449 -2.61538 0.407
N 3.39549 -0.44708 -2.97263 -0.540
H 3.98090 2.30093 -1.20964 0.094
H 5.48272 1.98295 -2.11162 0.330
H 4.11496 2.79045 -2.91617 0.196
C 0.92134 2.91348 -5.54796 -0.229
C 1.70177 3.85161 -4.64174 0.243
N 2.34911 4.62988 -3.88994 -0.505
H 0.37459 3.48993 -6.29913 0.022
H 1.60690 2.22834 -6.05435 0.307
H 0.20849 2.33178 -4.95714 0.181
C -2.32889 5.74555 13.04466 -0.717
C -2.77726 6.67613 11.92959 0.409
N -3.14926 7.44804 11.00454 -0.476
H -1.74799 4.91795 12.62858 0.249
H -1.70793 6.29250 13.75957 0.269
H -3.20084 5.34170 13.56640 0.269
C -0.22788 -7.68155 -0.24383 -0.652
C 0.55254 -6.74343 0.66239 0.142
N 1.19989 -5.96516 1.41419 -0.367
H -0.77464 -7.10510 -0.99500 0.189
H 0.45767 -8.36670 -0.75022 0.113
H -0.94074 -8.26326 0.34699 0.302
C 5.48598 -4.24405 -1.71221 -0.893
C 4.03096 -3.82269 -1.83769 0.521
N 2.82392 -3.47320 -1.94183 -0.579
H 5.97894 -4.17654 -2.68583 0.306
H 6.00372 -3.59033 -1.00480 0.275
H 5.54586 -5.27523 -1.35347 0.278
C -6.68883 -6.26567 -5.35032 -0.454
C -7.26248 -6.97436 -6.56649 0.285
N -7.73829 -7.56231 -7.57539 -0.442
H -5.80427 -5.69038 -5.63686 -0.034
H -7.43455 -5.58595 -4.92875 0.296
H -6.40579 -6.99922 -4.59045 0.305
C 3.14200 -9.46036 -3.40233 -0.697
C 1.68698 -9.03899 -3.52781 0.384
N 0.47994 -8.68950 -3.63195 -0.451
H 3.63496 -9.39284 -4.37595 0.308
H 3.65974 -8.80663 -2.69492 0.210
H 3.20188 -10.49153 -3.04359 0.267
C 2.34135 5.63069 -0.27679 -0.412
C 3.12178 6.56882 0.62943 0.288
N 3.76912 7.34709 1.38122 -0.448
H 1.79460 6.20714 -1.02797 0.308
H 3.02690 4.94555 -0.78318 0.013
H 1.62850 5.04899 0.31402 0.256
C 7.17638 5.36588 6.42383 -0.771
C 5.72136 5.78724 6.29835 0.471
N 4.51432 6.13673 6.19421 -0.498
H 7.66934 5.43339 5.45021 0.272
H 7.69412 6.01960 7.13124 0.303
H 7.23626 4.33470 6.78257 0.269
C -7.25254 -8.73130 -10.57466 -0.598
C -6.72085 -9.86660 -11.43418 0.286
N -6.27970 -10.80838 -12.14720 -0.411
H -7.13382 -7.77938 -11.09931 0.267
H -8.31319 -8.89048 -10.36129 0.267
H -6.70199 -8.68885 -9.63090 0.192
C -0.05197 9.67635 6.42645 -0.778
C 0.29574 8.49806 7.32149 0.417
N 0.58412 7.52060 8.06402 -0.541
H -0.15607 10.58346 7.02796 0.285
H 0.73870 9.82850 5.68650 0.300
H -0.99426 9.48398 5.90617 0.268
C 4.20588 -8.92046 2.14013 -0.870
C 3.20228 -7.81699 1.84771 0.578
N 2.36967 -6.90164 1.60513 -0.246
H 4.20305 -9.65191 1.32744 0.262
H 5.20944 -8.49634 2.23405 0.271
H 3.94371 -9.42490 3.07416 0.286
```

The highest occupied orbital energy comes out at -7.89 eV. The calculation puts the LUMO energy at -3.14 eV. As for the total charge: +1. The value obtained for the total energy is -255134.035 eV. Its molar mass is 1208.010 Da.